ORCA calculation (ωB97M-V with the def2-TZVPD basis set) on C36H28N9O7PRhS2 as an isolated structure in a non-equilibrium geometry.

Output
HOMO level (spin up / spin down)   -4.138 / -4.112 eV
Expectation value of S²   6.013
Gap between HOMO and LUMO (spin up / spin down)   0.21850 / 0.15494 Ha
Total charge   -1
Spin multiplicity   5

Positions of all 84 atoms, in Å:
Rh -0.700257 1.728121 -0.857410
O -0.060344 -0.136331 -6.196995
C 0.131733 -1.282663 -5.559413
O 0.717799 -2.201840 -6.093299
C -0.342363 -1.390796 -4.170012
C -0.291128 -2.516609 -3.426187
N -0.680365 -2.293247 -2.144232
N -0.939582 -0.939260 -1.933010
C -0.783128 -0.297402 -3.262090
C -0.859517 2.053920 -3.749778
O -1.214175 1.986567 -4.911698
O -0.979860 2.908392 -2.856906
H -0.548249 0.559331 -5.697450
H -0.017050 -3.508916 -3.749307
H -0.432747 -2.851597 -1.347798
N -2.604700 0.754796 -1.879708
C -2.154496 -0.397142 -2.638770
O -0.100058 0.896441 -3.253877
C -3.185464 -1.290259 -3.186482
C -3.222388 -1.674278 -4.532987
N -3.287751 -1.991625 -5.647186
C -4.195351 -1.762691 -2.338381
N -5.018768 -2.186369 -1.636880
H -3.060673 1.433555 -2.481668
H -3.270192 0.502628 -1.147060
N -3.064451 -1.834520 6.142237
C -3.287595 -1.031901 5.032644
C -3.481353 -1.604769 3.772295
C -3.741577 -0.805420 2.675943
C -3.810945 0.571013 2.827985
C -3.667615 1.152049 4.078572
C -3.406453 0.353476 5.175844
S -3.972827 1.573470 1.375240
O -4.544381 0.730394 0.357696
O -4.674098 2.779610 1.728873
N -2.443096 1.897481 0.928578
C -1.861112 3.051420 1.285128
S -2.280131 4.126444 2.604664
C -0.888678 5.100321 2.230419
C -0.243629 4.596947 1.160345
N -0.789666 3.457129 0.637524
H -2.707651 -2.756125 5.957501
H -2.649852 -1.384319 6.939589
H -3.424550 -2.681868 3.664521
H -3.918049 -1.222507 1.690908
H -3.772684 2.222952 4.181935
H -3.289797 0.794650 6.158856
H -0.665618 5.984178 2.802744
H 0.636229 5.011573 0.691633
N 1.243214 1.582718 -0.472947
P 2.201283 0.405719 -0.075452
C 1.469537 -1.162326 0.544869
C 2.089466 -2.401704 0.422174
C 1.481886 -3.534274 0.943957
C 0.261503 -3.431646 1.597891
C -0.359337 -2.196681 1.727475
C 0.247245 -1.065844 1.204848
C 3.297320 -0.126205 -1.416909
C 2.696661 -0.836134 -2.457657
C 3.430081 -1.178218 -3.580172
C 4.763473 -0.799116 -3.670822
C 5.359613 -0.079464 -2.643947
C 4.629224 0.261887 -1.515789
C 3.264001 0.883684 1.323306
C 4.215534 0.019146 1.854331
C 4.974411 0.417899 2.942266
C 4.779953 1.674824 3.501382
C 3.827653 2.535205 2.975463
C 3.067877 2.141002 1.883672
H 3.039851 -2.487495 -0.091191
H 1.960135 -4.499799 0.838978
H -0.209204 -4.316697 2.007490
H -1.314421 -2.114594 2.224846
H -0.236492 -0.100890 1.294305
H 1.647161 -1.101326 -2.381747
H 2.958451 -1.727853 -4.385048
H 5.338887 -1.062030 -4.549099
H 6.395284 0.225361 -2.725647
H 5.088317 0.825276 -0.712702
H 4.357608 -0.960164 1.413326
H 5.712996 -0.255461 3.358035
H 5.380641 1.982495 4.347980
H 3.673928 3.509998 3.420092
H 2.314910 2.788304 1.449351

Forces on the atoms, in the same order (eV/Å):
0.8015 0.5774 -0.4611
0.0826 0.0760 -0.2091
-0.0649 -0.2456 0.1484
0.0408 0.0624 -0.0274
0.2425 0.1894 0.2424
0.0127 0.0075 -0.1370
-0.3644 -0.1278 -0.1541
0.4467 0.2456 0.6234
-0.7905 -0.4151 -0.0930
0.5567 -0.9672 -0.2563
-0.1292 0.1810 0.1243
-0.0277 0.3256 0.6947
-0.0496 -0.0542 0.0906
0.0781 0.0210 -0.0445
0.0932 0.0211 0.0671
0.9800 0.3699 0.4930
-0.4273 -0.4656 -0.7236
0.0090 0.5797 -0.0743
0.1756 0.2786 0.0393
-0.1025 0.0625 -0.3081
0.0778 -0.0044 0.0867
-0.0972 -0.2945 0.2238
0.1017 0.1285 0.0360
-0.0360 -0.0801 -0.0855
-0.0897 -0.1756 -0.0621
-0.0804 -0.0322 0.0344
-0.1278 0.0627 -0.0830
0.0392 0.0286 0.0925
-0.0453 -0.0101 -0.1071
0.0505 0.1720 -0.2497
0.0087 -0.0235 -0.0288
0.0507 -0.0566 0.0427
0.0327 -0.2656 -0.1641
0.2368 -0.0035 0.0276
0.1108 0.0920 0.2709
-0.1178 -0.0929 -0.1371
-0.2010 0.5214 0.6943
0.2230 0.1054 -0.2107
-0.1545 -0.1381 0.1112
0.1677 0.0785 -0.0395
-0.3709 -0.4057 -0.3211
0.0530 0.0042 0.0316
0.0622 -0.0298 0.0021
-0.0532 -0.0149 -0.0246
0.0698 -0.0982 0.0317
0.0217 0.0122 0.0579
-0.0234 0.0294 -0.0030
0.0351 0.0364 -0.0647
-0.0099 0.0341 0.0005
-1.8350 0.0509 -0.0682
1.0072 -1.2840 0.2645
-0.2844 0.4949 -0.1158
0.0897 0.0740 -0.1082
0.0154 -0.0476 0.0631
-0.0283 -0.0177 -0.0033
0.0588 -0.0321 -0.0156
0.0402 -0.0278 -0.0519
-0.2531 0.1616 -0.0339
-0.0391 0.0649 0.1704
-0.0271 -0.0694 -0.0761
0.0065 0.0108 0.0643
0.0649 -0.0126 -0.0404
-0.0759 -0.0004 0.1156
-0.2181 0.3043 -0.2288
-0.0299 0.0055 -0.0295
0.0020 -0.0688 -0.0234
0.0275 0.0290 -0.0020
0.0279 0.0057 0.0717
0.0038 -0.0462 -0.0587
-0.0365 -0.0129 -0.0542
0.0153 0.0080 -0.0073
-0.0054 -0.0111 -0.0377
-0.0348 0.0337 0.0220
-0.0977 0.0290 0.0454
0.1120 -0.0338 -0.0904
-0.0577 0.0157 -0.0353
-0.0104 0.0096 -0.0104
0.0029 -0.0120 0.0061
0.0334 0.0261 -0.0356
0.0355 -0.0171 0.0529
0.0151 0.0176 -0.0011
-0.0265 0.0053 0.0168
-0.0053 0.0077 -0.0196
0.0094 0.0368 0.0567



ORCA calculation (ωB97M-V with the def2-TZVPD basis set) on C14H10F5N4OReTe as an isolated structure in a non-equilibrium geometry.

Output
HOMO level (spin up / spin down)   -11.997 / -12.331 eV
Expectation value of S²   3.786
Energy relative to the best compared isomer or geometry (same formula, charge and spin)   5.0 kcal per mole
Gap between HOMO and LUMO (spin up / spin down)   0.25118 / 0.25283 Ha
Total charge   +1
Spin multiplicity   4

Positions of all 36 atoms, in Å:
Re -1.009444 -0.880048 0.356759
N 0.493336 -0.105856 1.598687
C 1.679773 0.499566 0.985757
C 2.925274 0.064398 1.391036
C 4.054631 0.656840 0.849844
C 3.907847 1.679194 -0.076026
C 2.644084 2.090014 -0.473041
C 1.494318 1.501822 0.046658
C 0.144717 1.876544 -0.452242
C -0.106305 3.167228 -0.910169
C -1.308653 3.498672 -1.518013
C -2.285866 2.532696 -1.713508
C -2.069398 1.249703 -1.236527
C -0.878452 0.932981 -0.580954
H 0.002292 0.591632 2.166288
H 0.788185 -0.839086 2.246704
H 3.020142 -0.722475 2.132415
H 5.036945 0.320702 1.150680
H 4.781385 2.148578 -0.508366
H 2.550452 2.860444 -1.226795
H 0.652306 3.929084 -0.780722
H -1.479925 4.514518 -1.847545
H -3.209255 2.775374 -2.221607
H -2.836324 0.492194 -1.389762
F -3.476738 -3.898020 1.703541
Te -3.023680 -2.170944 2.008070
F -2.956827 -2.477108 3.790003
F -4.777942 -1.739758 1.928509
F -2.830189 -2.082718 0.035901
F -1.222803 -2.794378 1.798924
O -2.324247 -0.490755 1.973987
N 0.363468 -5.958629 -3.321999
C 0.452579 -4.904091 -2.871371
N 0.584182 -3.682458 -2.393076
C 0.236093 -2.809226 -1.652686
N -0.015948 -1.826644 -0.989342

Forces on the atoms, in the same order (eV/Å):
1.0835 1.0144 -0.4973
-0.1299 -0.0694 -0.0926
-0.1044 -0.1250 0.1159
0.0577 -0.0372 0.0711
-0.0028 0.0192 -0.0190
-0.0333 -0.0002 -0.0183
0.1214 0.0564 -0.0487
-0.1898 0.0737 -0.1224
0.2747 0.0546 -0.0680
0.0462 0.1013 -0.0350
0.0224 -0.0127 0.0198
0.0107 -0.0318 -0.0222
-0.0708 0.1177 -0.0246
-0.6082 -0.6224 0.4925
0.0802 0.0105 0.0367
0.0317 0.0291 -0.0142
-0.0021 0.0212 -0.0322
-0.0030 0.0142 0.0042
-0.0165 -0.0116 0.0126
-0.0054 -0.0255 -0.0015
-0.0301 0.0020 -0.0179
0.0206 -0.0096 -0.0144
0.0119 0.0049 0.0060
-0.0074 0.0489 0.0710
-0.1418 -0.3345 -0.0531
-0.3821 -0.6994 0.2644
-0.0913 0.0486 0.4513
-0.4548 0.2494 0.0215
-0.0029 0.1983 -0.0560
0.1357 -0.0223 0.0422
0.2499 0.0604 -0.4284
0.0079 -0.1291 -0.0427
-0.0516 0.4992 0.2975
0.2993 -0.6546 -0.5663
-0.2536 0.7542 0.4193
0.1278 -0.5928 -0.1510



ORCA calculation (ωB97M-V with the def2-TZVPD basis set) on a 6-piece molecular cluster, H11O6 overall in a non-equilibrium geometry.

Output
HOMO level   -5.731 eV
Energy relative to the best compared isomer or geometry (same formula, charge and spin)   4.6 kcal per mole
Gap between HOMO and LUMO   0.35869 Ha
Total charge   -1

Positions of all 17 atoms, in Å:
O 1.570986 2.755777 -2.278595
H 1.082639 2.194828 -1.664947
O -0.120852 -2.075354 -1.769698
H 0.703230 -2.552910 -1.846458
H -0.374187 -2.114495 -0.788365
O -0.752645 -2.186654 0.701414
H -1.697134 -2.026061 0.701142
H -0.233565 -1.333744 1.114124
O -1.884957 1.005532 2.625863
H 1.084003 3.585057 -2.239595
H -1.098535 0.707005 2.123480
O 0.332828 -0.154402 1.518356
H -1.574313 1.750997 3.143171
H 1.032645 -0.408308 2.120753
O 0.791239 0.627760 -0.797130
H 0.579544 -0.135132 -1.344482
H 0.579767 0.358671 0.137467

Forces on the atoms, in the same order (eV/Å):
0.0148 0.9790 -0.4108
-0.0032 -1.0869 0.4849
-0.2131 0.2143 -0.1677
0.1966 -0.1359 0.0615
0.1801 -0.1718 -0.3612
0.1429 -0.5356 0.0756
-0.0583 0.2363 0.2315
-0.5017 0.2069 0.0177
-0.4785 0.2538 0.1050
0.1358 0.0392 -0.1442
0.4713 -0.3895 0.0584
-0.2835 -0.1538 0.6384
0.0548 0.0233 -0.0232
0.1297 0.1617 0.0601
0.0722 0.5894 -0.8181
-0.1471 -0.1694 -0.0796
0.2871 -0.0610 0.2717



ORCA calculation (ωB97M-V with the def2-TZVPD basis set) on C4H6NO2 as an isolated structure in a non-equilibrium geometry.

Output
HOMO level   -2.695 eV
Energy relative to the best compared isomer or geometry (same formula, charge and spin)   151.2 kcal per mole
Gap between HOMO and LUMO   0.25005 Ha
Total charge   -1

Positions of all 13 atoms, in Å:
C -0.716661 -1.053786 -0.230500
C -1.807254 -0.480289 0.319143
C 0.452720 -0.150968 0.098483
C 1.184364 0.509742 -1.011568
N -0.088515 0.944709 0.934481
O 0.547445 0.550913 2.481168
O -1.541355 0.694540 0.908957
H -0.539531 -1.854693 -0.784965
H -2.821271 -0.700557 0.338514
H 1.175324 -0.608044 0.722292
H 0.568516 1.390334 -1.433983
H 1.476610 -0.185770 -1.680651
H 2.109608 0.943866 -0.661372

Forces on the atoms, in the same order (eV/Å):
-0.6944 4.0649 2.4066
3.0374 0.2159 -0.7216
-0.9669 0.9059 0.7138
-1.2880 3.4500 0.5071
1.1126 -1.1211 3.6406
-1.9424 0.8534 -3.7655
-0.0880 0.3984 0.9106
0.0208 -3.6040 -2.1304
-1.6335 -0.7525 -0.1050
0.6801 -0.9408 0.7724
0.8573 -1.5865 0.2380
0.6971 -2.2136 -2.9381
0.2080 0.3301 0.4713



Number 1: electronic energy -99495.975 eV. Number 2: electronic energy -45690.138 eV. Number 3: electronic energy -12465.856 eV. Number 4: electronic energy -9825.125 eV.